Record 1
# C4H9FOS

A 3-piece molecular cluster, C4H9FOS overall (wB97M-V/def2-TZVPD, the OMol25 dataset).

```
! wB97M-V def2-TZVPD RIJCOSX def2/J DEFGRID3
* xyz 0 1
C -1.31 -0.38 -0.97
C -1.14 -0.91 0.26
C -1.22 -2.26 0.95
F -0.85 0.09 1.27
H -1.64 -1.01 -1.82
H -1.04 0.61 -1.17
H -0.95 -2.91 0.13
H -2.24 -2.47 1.31
H -0.47 -2.28 1.80
C 3.12 4.13 -1.31
S 2.96 2.75 -0.46
H 2.47 5.02 -1.08
H 3.30 4.04 -2.34
O 1.03 2.15 -2.87
H 0.75 3.06 -2.91
H 1.90 2.18 -2.27
*
```

The energy above the lowest of the compared OMol25 structures with the same formula, charge and spin is 192.2 kJ/mol. The HOMO-LUMO gap is 8.26 eV. Its SMILES is C=C(C)F.C=S.O. The LUMO energy is -0.045 Ha. As for the HOMO energy: -9.5 eV.

Record 2
# C4H9FS

The molecule C4H9FS (wB97M-V/def2-TZVPD, the OMol25 dataset).

```
! wB97M-V def2-TZVPD RIJCOSX def2/J DEFGRID3
* xyz 0 1
C -1.25 1.73 -0.54
C -0.61 0.62 0.28
C 0.17 -0.39 -0.62
F 1.17 0.37 -1.23
C 0.81 -1.50 0.16
S 1.40 -1.10 1.92
H -0.48 2.28 -1.01
H -1.81 2.43 0.13
H -2.00 1.35 -1.25
H -1.32 0.05 0.93
H 0.14 1.03 0.84
H -0.48 -0.83 -1.37
H 1.71 -1.83 -0.30
H 0.07 -2.35 0.31
H 2.48 -1.86 1.75
*
```

The energy above the lowest of the compared OMol25 structures with the same formula, charge and spin is 65.2 kJ/mol. The HOMO-LUMO gap is 10.10 eV. Its SMILES is CC[C@@H](F)CS. The LUMO energy is 0.033 Ha. As for the HOMO energy: -9.2 eV.

Record 3
# C4H9IN2

A 2-piece molecular cluster, C4H9IN2 overall (wB97M-V/def2-TZVPD, the OMol25 dataset).

```
! wB97M-V def2-TZVPD RIJCOSX def2/J DEFGRID3
* xyz 0 1
C -0.42 -0.33 -0.72
C -1.44 -0.49 -1.83
C 0.72 0.56 -1.16
C 0.66 -0.20 2.87
N -0.37 -0.81 0.41
N 1.56 -0.09 1.79
I 2.72 -1.75 1.45
H -2.42 -1.02 -1.74
H -1.68 0.45 -2.13
H -0.95 -1.14 -2.48
H 1.70 0.25 -0.65
H 0.58 1.64 -0.90
H 0.70 0.77 -2.18
H -0.15 0.33 2.49
H 0.29 -1.24 3.27
H 1.19 0.43 3.65
*
```

The energy above the lowest of the compared OMol25 structures with the same formula, charge and spin is 369.6 kJ/mol. The HOMO-LUMO gap is 6.25 eV. The LUMO energy is -0.055 Ha. As for the HOMO energy: -7.7 eV.

Record 4
# C4H9INO

An isolated ion of composition C4H9INO and charge +1 (wB97M-V/def2-TZVPD, the OMol25 dataset).

```
! wB97M-V def2-TZVPD RIJCOSX def2/J DEFGRID3
* xyz 1 1
C -0.98 -0.35 2.09
C -0.02 0.10 1.05
C -0.46 -0.41 -0.40
N -0.02 0.52 -1.28
O -0.59 1.54 -1.52
C 1.42 0.37 -1.79
I 1.11 -0.93 -3.50
H -2.01 0.07 2.00
H -1.23 -1.47 2.24
H -0.77 0.05 3.13
H 1.07 -0.33 1.21
H 0.09 1.24 0.97
H 0.11 -1.36 -0.62
H -1.58 -0.37 -0.29
H 2.19 -0.15 -1.09
H 1.66 1.48 -2.20
*
```

The energy above the lowest of the compared OMol25 structures with the same formula, charge and spin is 381.9 kJ/mol. The HOMO-LUMO gap is 7.52 eV. Its SMILES is CCC[N+](=O)CI. The LUMO energy is -0.249 Ha. As for the HOMO energy: -14.3 eV.